(1)
DFT (ωB97M-V with the def2-TZVPD basis set) results for a molecular structure, C10H42B2HgNO5.

The geometry in ORCA input format:
```
! RIJCOSX wB97M-V def2-TZVPD def2/J DEFGRID3
* xyz 1 1
Hg -3.6577 0.5732 -0.3276
O -1.4779 0.7509 -3.8283
H -1.7890 -0.1372 -4.0774
H -2.2046 1.3953 -3.9276
H -1.2775 0.6934 -2.8288
N -1.1722 -2.5242 -1.7729
H -0.2681 -3.0118 -1.8621
H -1.0417 -1.5824 -1.3733
H -1.7933 -3.0502 -1.1507
H -1.6397 -2.4648 -2.6730
B -4.6727 -0.3828 -2.3737
H -3.5258 -0.4130 -2.7282
H -4.8024 -0.9314 -1.3298
H -5.0024 0.7767 -2.2174
H -5.3980 -0.9771 -3.0812
B -3.6460 -1.5236 0.9391
H -3.4187 -2.3189 1.7783
H -2.8646 -0.6060 1.1769
H -3.2817 -2.0050 -0.0847
H -4.7696 -1.1388 0.9182
C -0.3952 0.3187 -0.3102
O -1.5578 0.3182 -1.1304
H 0.4673 -0.0364 -0.8953
H -0.1654 1.3240 0.0446
H -0.5187 -0.3714 0.5308
C 0.9540 -0.7573 3.5916
C 0.2202 0.5146 4.0044
C 1.0681 1.7452 3.7010
O -0.9884 0.5295 3.2113
H 1.0802 -0.7259 2.5081
H 0.3533 -1.6425 3.8038
H 1.9213 -0.8051 4.0925
H -0.1041 0.5932 5.0457
H 1.9417 1.4829 4.3049
H 0.5995 2.6780 3.9931
H 1.4066 1.6822 2.6664
H -1.5811 -0.1637 3.5176
C 3.1711 -4.4700 -0.3466
C 2.4413 -3.2691 -0.9019
C 3.3911 -2.2573 -1.5220
O 1.5225 -3.6797 -1.9410
H 3.9202 -4.8287 -1.0632
H 2.5087 -5.3285 -0.2316
H 3.7607 -4.2886 0.5504
H 1.7641 -2.8192 -0.1742
H 3.8261 -2.6130 -2.4596
H 4.1695 -1.8571 -0.8768
H 2.7976 -1.4071 -1.8794
H 1.9832 -4.0693 -2.6913
C 1.8221 5.1207 1.2683
C 1.2479 4.0754 0.3260
C 1.2923 4.6008 -1.1133
O 2.0794 2.8963 0.3650
H 2.8542 5.2861 0.9514
H 1.7307 4.7418 2.2824
H 1.3730 6.0994 1.1001
H 0.2304 3.7856 0.6068
H 2.2100 5.1202 -1.3717
H 0.4530 5.3105 -1.1286
H 1.0075 3.8603 -1.8624
H 1.4456 2.1843 0.2572
*
```

Properties
Maximum force = 0.0384 Eh/bohr
Energy above the lowest of the compared OMol25 structures with the same formula, charge and spin = 0.000 eV
HOMO = -12.25 eV
LUMO level = -4.623 eV

---

(2)
DFT (ωB97M-V with the def2-TZVPD basis set) results for 11 unconnected molecules or ions with the total composition C10H42O11.

The geometry in ORCA input format:
```
! RIJCOSX wB97M-V def2-TZVPD def2/J DEFGRID3
* xyz 0 1
C -0.8807 6.4750 -23.2452
C -0.9556 5.1788 -22.4542
O -1.1970 4.1793 -23.3448
H -0.7474 7.4141 -22.7088
H -1.5258 6.6189 -24.1117
H 0.0764 6.2647 -23.7273
H -1.7838 5.2410 -21.7464
H -0.1625 4.8743 -21.7699
H -0.6164 4.3897 -24.0808
C -9.4990 -0.2909 -19.8691
C -8.3768 0.1751 -18.9181
O -7.4436 -0.9254 -18.8876
H -10.1812 0.5131 -20.1477
H -10.1240 -1.0017 -19.3285
H -9.1401 -0.6954 -20.8152
H -8.8813 0.4326 -17.9863
H -7.8205 1.0169 -19.3303
H -6.7103 -0.6515 -18.3306
C -4.7712 1.3275 -19.7412
C -3.9702 1.9515 -20.8708
O -3.2759 3.1491 -20.4943
H -4.1926 1.3217 -18.8179
H -4.9826 0.2827 -19.9696
H -5.7030 1.8919 -19.7146
H -4.5930 2.3935 -21.6498
H -3.3063 1.2577 -21.3873
H -3.6557 3.9423 -20.8787
C -5.8458 -0.8729 -15.3212
C -5.1655 0.1432 -16.1524
O -4.2991 -0.5554 -17.0905
H -5.1144 -1.6089 -14.9869
H -6.5745 -1.4417 -15.8999
H -6.4848 -0.4046 -14.5719
H -4.5451 0.8406 -15.5901
H -6.0683 0.5812 -16.5800
H -3.4026 -0.4165 -16.7764
C -4.8103 4.6604 -25.8625
C -5.6076 4.0132 -24.7245
O -6.4375 5.0461 -24.1050
H -4.4049 5.6339 -25.5870
H -5.3798 4.8033 -26.7808
H -3.9783 4.0074 -26.1283
H -4.9581 3.7541 -23.8878
H -6.1995 3.1500 -25.0263
H -5.9333 5.8306 -23.8775
O -7.7313 3.5163 -19.4905
H -7.8133 3.4916 -20.4457
H -8.5219 3.9693 -19.1929
O -0.6060 2.0528 -20.7210
H 0.1537 2.2798 -21.2585
H -1.3615 2.3205 -21.2468
O -7.0665 3.3481 -16.8009
H -7.8304 3.7843 -16.4215
H -7.2675 3.2778 -17.7363
O -6.5661 0.9614 -23.1853
H -6.1138 1.2274 -23.9867
H -5.9160 0.4504 -22.7011
O -5.4270 4.8521 -19.8224
H -5.0340 4.6223 -18.9793
H -6.2351 4.3356 -19.8600
O -2.0454 3.0178 -17.5615
H -2.9396 3.0194 -17.2177
H -2.1400 2.7459 -18.4760
*
```

Properties
SMILES = CCO.CCO.CCO.CCO.CCO.O.O.O.O.O.O
Maximum force = 0.0640 Eh/bohr
Energy above the lowest of the compared OMol25 structures with the same formula, charge and spin = 1.871 eV
HOMO = -10.20 eV
LUMO level = -0.016 eV